Molecular formula: C36H108N18O18
Method: DFT, wB97M-V/def2-TZVPD

Summary:
Gap between HOMO and LUMO = 8.336 eV
Highest occupied orbital energy = -8.75 eV
Spin multiplicity = 1
M = 1081.37 g/mol
Largest force on an atom = 8.11 eV/Å

Bonds (Å) are listed after each position.
Element x y z (Å)
1 C -5.21955 -3.03899 -2.33546  C2 1.431, H5 1.090, H6 1.090, H7 1.090
2 C -4.10882 -2.37498 -1.72485  C1 1.431, C3 1.543, O4 1.418, H8 1.090
3 C -4.59880 -1.48460 -0.56320  C2 1.543, H9 1.090, H10 1.090, H11 1.090
4 O -3.12305 -3.27854 -1.25201  C2 1.418, H12 0.960
5 H -6.04981 -2.40033 -2.63693  C1 1.090
6 H -5.70455 -3.68517 -1.60379  C1 1.090
7 H -4.93474 -3.61666 -3.21482  C1 1.090
8 H -3.75065 -1.66211 -2.46758  C2 1.090
9 H -5.30816 -1.95748 0.11598  C3 1.090
10 H -5.05231 -0.55774 -0.91443  C3 1.090
11 H -3.70935 -1.32063 0.04515  C3 1.090
12 H -3.53165 -4.09124 -0.94515  O4 0.960
13 C 4.45232 -0.55398 -5.64278  C14 1.515, H17 1.090, H18 1.090, H19 1.090
14 C 3.38575 -0.34700 -6.69905  C13 1.515, C15 1.483, O16 1.353, H20 1.090
15 C 2.03808 -0.92614 -6.48289  C14 1.483, H21 1.090, H22 1.090, H23 1.090
16 O 3.28246 0.98711 -6.90199  C14 1.353, H24 0.960
17 H 5.34134 0.07540 -5.68308  C13 1.090
18 H 4.81466 -1.58108 -5.68600  C13 1.090
19 H 4.12499 -0.15170 -4.68407  C13 1.090
20 H 3.73646 -0.57329 -7.70597  C14 1.090
21 H 2.12624 -2.00586 -6.60350  C15 1.090
22 H 1.32297 -0.45080 -7.15428  C15 1.090
23 H 1.71677 -0.73986 -5.45812  C15 1.090
24 H 3.02221 1.39180 -6.07127  O16 0.960
25 C -2.64416 -2.33867 -5.07944  C26 1.528, H29 1.090, H30 1.090, H31 1.090
26 C -2.83266 -1.08114 -5.92608  C25 1.528, C27 1.634, O28 1.389, H32 1.090
27 C -3.52210 0.30008 -5.39004  C26 1.634, H33 1.090, H34 1.090, H35 1.090
28 O -1.61788 -0.65262 -6.44438  C26 1.389, H36 0.960
29 H -3.55546 -2.49298 -4.50167  C25 1.090
30 H -1.77671 -2.38425 -4.42099  C25 1.090
31 H -2.59558 -3.14497 -5.81129  C25 1.090
32 H -3.46478 -1.35477 -6.77087  C26 1.090
33 H -4.60197 0.19642 -5.28403  C27 1.090
34 H -3.32846 1.11685 -6.08538  C27 1.090
35 H -3.21298 0.70606 -4.42686  C27 1.090
36 H -1.13353 -0.20099 -5.74938  O28 0.960
37 C -2.35901 -1.03373 4.35652  C38 1.542, H41 1.090, H42 1.090, H43 1.090
38 C -3.87651 -0.86702 4.57520  C37 1.542, C39 1.521, O40 1.423, H44 1.090
39 C -4.78701 -1.99847 4.12370  C38 1.521, H45 1.090, H46 1.090, H47 1.090
40 O -3.91341 -0.60502 5.97340  C38 1.423, H48 0.960
41 H -1.84364 -0.08980 4.17907  C37 1.090
42 H -2.33578 -1.42349 3.33885  C37 1.090
43 H -1.83408 -1.82147 4.89691  C37 1.090
44 H -4.11319 0.06214 4.05680  C38 1.090
45 H -4.53439 -2.37110 3.13101  C39 1.090
46 H -5.86093 -1.81554 4.16006  C39 1.090
47 H -4.59502 -2.81709 4.81731  C39 1.090
48 H -3.73638 -1.44766 6.39792  O40 0.960
49 C 6.34898 0.84131 5.62999  C50 1.612, H53 1.090, H54 1.090, H55 1.090
50 C 5.58100 1.60816 4.43858  C49 1.612, C51 1.501, O52 1.418, H56 1.090
51 C 4.09387 1.42987 4.53521  C50 1.501, H57 1.090, H58 1.090, H59 1.090
52 O 5.85209 2.98766 4.61991  C50 1.418, H60 0.960
53 H 5.95659 1.13989 6.60209  C49 1.090
54 H 7.36846 1.21483 5.72618  C49 1.090
55 H 6.35873 -0.24772 5.58495  C49 1.090
56 H 5.97813 1.26090 3.48475  C50 1.090
57 H 3.93707 0.35482 4.44699  C51 1.090
58 H 3.57299 1.98612 3.75587  C51 1.090
59 H 3.68446 1.79237 5.47812  C51 1.090
60 H 5.14513 3.41752 4.13306  O52 0.960
61 C 4.37267 1.30970 -0.40297  C62 1.518, H65 1.090, H66 1.090, H67 1.090
62 C 5.88514 1.36379 -0.51958  C61 1.518, C63 1.513, O64 1.352, H68 1.090
63 C 6.31643 1.37270 -1.96978  C62 1.513, H69 1.090, H70 1.090, H71 1.090
64 O 6.38703 2.44709 0.11579  C62 1.352, H72 0.960
65 H 3.92649 1.53618 0.56539  C61 1.090
66 H 3.88693 0.39425 -0.74078  C61 1.090
67 H 3.82551 2.02094 -1.02174  C61 1.090
68 H 6.41841 0.57697 0.01393  C62 1.090
69 H 5.88509 0.42803 -2.30090  C63 1.090
70 H 7.37485 1.26202 -2.20556  C63 1.090
71 H 5.99122 2.24450 -2.53750  C63 1.090
72 H 5.85969 3.21659 -0.11087  O64 0.960
73 C 1.03014 -1.07106 3.81021  C74 1.536, H77 1.090, H78 1.090, H79 1.090
74 C 0.89715 -2.50070 4.35564  C73 1.536, C75 1.571, O76 1.398, H80 1.090
75 C 1.16686 -3.47979 3.15682  C74 1.571, H81 1.090, H82 1.090, H83 1.090
76 O 1.89534 -2.88424 5.25599  C74 1.398, H84 0.960
77 H 0.83050 -0.50886 4.72245  C73 1.090
78 H 0.25249 -0.87938 3.07087  C73 1.090
79 H 2.03390 -1.00165 3.39100  C73 1.090
80 H -0.06862 -2.53552 4.85980  C74 1.090
81 H 2.11280 -3.29220 2.64876  C75 1.090
82 H 0.33670 -3.27531 2.48072  C75 1.090
83 H 0.96385 -4.48235 3.53333  C75 1.090
84 H 2.02344 -3.83361 5.31823  O76 0.960
85 C -0.32562 2.52128 4.53066  C86 1.481, H89 1.090, H90 1.090, H91 1.090
86 C 0.18886 3.89677 4.33735  C85 1.481, C87 1.566, O88 1.462, H92 1.090
87 C 0.24461 4.75144 5.64842  C86 1.566, H93 1.090, H94 1.090, H95 1.090
88 O 1.57807 3.76109 3.90168  C86 1.462, H96 0.960
89 H -1.04236 2.41164 5.34452  C85 1.090
90 H 0.48825 1.81771 4.70587  C85 1.090
91 H -0.73210 2.22255 3.56442  C85 1.090
92 H -0.33026 4.46056 3.56227  C86 1.090
93 H -0.71261 5.24109 5.82747  C87 1.090
94 H 0.95805 5.57286 5.58232  C87 1.090
95 H 0.56963 4.10157 6.46090  C87 1.090
96 H 2.11659 4.42750 4.33467  O88 0.960
97 C -3.07608 3.33144 -2.03177  C98 1.555, H101 1.090, H102 1.090, H103 1.090
98 C -3.12715 4.69466 -1.28619  C97 1.555, C99 1.479, O100 1.446, H104 1.090
99 C -1.86759 5.26153 -0.75752  C98 1.479, H105 1.090, H106 1.090, H107 1.090
100 O -3.78830 5.69744 -2.09106  C98 1.446, H108 0.960
101 H -2.26819 3.48073 -2.74810  C97 1.090
102 H -4.02657 3.04925 -2.48460  C97 1.090
103 H -2.84508 2.59627 -1.26088  C97 1.090
104 H -3.64980 4.49274 -0.35122  C98 1.090
105 H -1.24642 4.46682 -0.34440  C99 1.090
106 H -1.91072 6.06405 -0.02118  C99 1.090
107 H -1.15586 5.61439 -1.50387  C99 1.090
108 H -3.48505 5.51138 -2.98270  O100 0.960
109 C 0.25180 -4.35987 -2.67307  O110 1.249, N111 1.260, N112 1.283
110 O 1.48901 -4.35654 -2.84533  C109 1.249
111 N -0.64883 -4.53532 -3.53707  C109 1.260, H113 1.010, H114 1.010
112 N -0.23058 -4.11009 -1.51118  C109 1.283, H115 1.010, H116 1.010
113 H -0.20536 -4.54834 -4.44440  N111 1.010
114 H -1.64821 -4.63236 -3.42784  N111 1.010
115 H -1.21896 -4.27805 -1.38872  N112 1.010
116 H 0.36356 -3.66607 -0.82567  N112 1.010
117 C 1.71349 7.38710 -1.72813  O118 1.224, N119 1.256, N120 1.288
118 O 0.96606 8.33795 -1.91858  C117 1.224
119 N 2.91767 7.39057 -1.36960  C117 1.256, H121 1.010, H122 1.010
120 N 1.31735 6.16344 -1.65941  C117 1.288, H123 1.010, H124 1.010
121 H 3.48347 8.22245 -1.45877  N119 1.010
122 H 3.31473 6.51542 -1.05888  N119 1.010
123 H 1.74749 5.48650 -1.04553  N120 1.010
124 H 0.59393 5.92279 -2.32187  N120 1.010
125 C 3.27992 -3.77294 0.00131  O126 1.208, N127 1.327, N128 1.290
126 O 4.13862 -3.65907 0.84313  C125 1.208
127 N 3.02664 -4.89141 -0.66540  C125 1.327, H129 1.010, H130 1.010
128 N 2.62097 -2.85937 -0.62763  C125 1.290, H131 1.010, H132 1.010
129 H 3.67783 -5.63866 -0.47133  N127 1.010
130 H 2.38742 -4.85908 -1.44672  N127 1.010
131 H 3.14715 -2.01011 -0.47934  N128 1.010
132 H 2.03507 -3.14567 -1.39890  N128 1.010
133 C -6.47318 1.13757 1.35570  O134 1.177, N135 1.285, N136 1.336
134 O -7.00368 0.84479 0.34630  C133 1.177
135 N -6.99707 0.70799 2.44793  C133 1.285, H137 1.010, H138 1.010
136 N -5.33667 1.82801 1.48548  C133 1.336, H139 1.010, H140 1.010
137 H -6.72937 1.10843 3.33567  N135 1.010
138 H -7.87103 0.20312 2.41039  N135 1.010
139 H -4.97897 2.09276 0.57881  N136 1.010
140 H -4.83777 1.90734 2.36007  N136 1.010
141 C -5.13438 -6.23715 -0.11388  O142 1.222, N143 1.276, N144 1.311
142 O -5.93262 -5.80211 0.70204  C141 1.222
143 N -3.89180 -5.94907 -0.15238  C141 1.276, H145 1.010, H146 1.010
144 N -5.43730 -7.02213 -1.11909  C141 1.311, H147 1.010, H148 1.010
145 H -3.64144 -5.39203 0.65206  N143 1.010
146 H -3.24889 -6.51870 -0.68368  N143 1.010
147 H -4.68109 -7.04773 -1.78811  N144 1.010
148 H -6.36502 -7.17381 -1.48844  N144 1.010
149 C 1.53415 1.76217 -3.62323  O150 1.199, N151 1.365, N152 1.321
150 O 1.94139 1.88910 -4.74428  C149 1.199
151 N 0.83493 2.70322 -2.92433  C149 1.365, H153 1.010, H154 1.010
152 N 1.65244 0.67769 -2.87805  C149 1.321, H155 1.010, H156 1.010
153 H 0.59039 3.53758 -3.43829  N151 1.010
154 H 0.19837 2.36656 -2.21614  N151 1.010
155 H 2.12706 -0.11846 -3.27928  N152 1.010
156 H 1.36739 0.63411 -1.91010  N152 1.010
157 C -1.51813 -5.32918 2.15562  O158 1.202, N159 1.302, N160 1.290
158 O -2.22095 -4.47505 1.68471  C157 1.202
159 N -0.58982 -5.89614 1.43978  C157 1.302, H161 1.010, H162 1.010
160 N -1.28314 -5.50057 3.41227  C157 1.290, H163 1.010, H164 1.010
161 H -0.12892 -6.69900 1.84362  N159 1.010
162 H -0.31683 -5.45281 0.57431  N159 1.010
163 H -1.81373 -5.08500 4.16451  N160 1.010
164 H -0.54899 -6.17990 3.55242  N160 1.010
165 C -0.66561 0.06061 -0.40287  O166 1.202, N167 1.359, N168 1.271
166 O -0.30744 1.16100 -0.72959  C165 1.202
167 N -1.22774 -0.82806 -1.26322  C165 1.359, H169 1.010, H170 1.010
168 N -0.46758 -0.41469 0.75895  C165 1.271, H171 1.010, H172 1.010
169 H -1.62726 -1.72956 -1.04463  N167 1.010
170 H -1.38987 -0.48106 -2.19779  N167 1.010
171 H -0.64920 -1.32800 1.15007  N168 1.010
172 H -0.18339 0.36501 1.33463  N168 1.010
173 C 3.85451 5.01280 0.54570  O174 1.214, N175 1.251, N176 1.329
174 O 2.85136 4.55053 0.04138  C173 1.214
175 N 4.01299 5.25529 1.76273  C173 1.251, H177 1.010, H178 1.010
176 N 4.94759 5.37763 -0.11679  C173 1.329, H179 1.010, H180 1.010
177 H 4.89769 5.66515 2.02622  N175 1.010
178 H 3.31418 5.02719 2.45535  N175 1.010
179 H 4.87185 5.20771 -1.10950  N176 1.010
180 H 5.74861 5.71577 0.39716  N176 1.010

Here are the Löwdin charges for atoms 1 to 99, given in e: number 1, C, carries -0.077; number 2, C, carries -0.525; number 3, C, carries -0.028; number 4, O, carries -0.075; number 5, H, carries 0.107; number 6, H, carries 0.089; number 7, H, carries 0.078; number 8, H, carries 0.115; number 9, H, carries 0.087; number 10, H, carries 0.077; number 11, H, carries 0.062; number 12, H, carries 0.041; number 13, C, carries -0.042; number 14, C, carries -0.567; number 15, C, carries -0.050; number 16, O, carries -0.057; number 17, H, carries 0.079; number 18, H, carries 0.079; number 19, H, carries 0.058; number 20, H, carries 0.139; number 21, H, carries 0.082; number 22, H, carries 0.091; number 23, H, carries 0.053; number 24, H, carries 0.031; number 25, C, carries -0.048; number 26, C, carries -0.444; number 27, C, carries -0.027; number 28, O, carries -0.056; number 29, H, carries 0.049; number 30, H, carries 0.061; number 31, H, carries 0.083; number 32, H, carries 0.129; number 33, H, carries 0.062; number 34, H, carries 0.073; number 35, H, carries 0.047; number 36, H, carries 0.085; number 37, C, carries -0.050; number 38, C, carries -0.469; number 39, C, carries -0.035; number 40, O, carries -0.058; number 41, H, carries 0.065; number 42, H, carries 0.062; number 43, H, carries 0.066; number 44, H, carries 0.116; number 45, H, carries 0.075; number 46, H, carries 0.076; number 47, H, carries 0.076; number 48, H, carries 0.081; number 49, C, carries -0.035; number 50, C, carries -0.459; number 51, C, carries -0.073; number 52, O, carries -0.061; number 53, H, carries 0.068; number 54, H, carries 0.065; number 55, H, carries 0.070; number 56, H, carries 0.128; number 57, H, carries 0.077; number 58, H, carries 0.063; number 59, H, carries 0.089; number 60, H, carries 0.055; number 61, C, carries -0.045; number 62, C, carries -0.537; number 63, C, carries -0.050; number 64, O, carries -0.036; number 65, H, carries 0.078; number 66, H, carries 0.054; number 67, H, carries 0.070; number 68, H, carries 0.145; number 69, H, carries 0.074; number 70, H, carries 0.079; number 71, H, carries 0.084; number 72, H, carries 0.050; number 73, C, carries -0.041; number 74, C, carries -0.470; number 75, C, carries -0.036; number 76, O, carries -0.042; number 77, H, carries 0.079; number 78, H, carries 0.038; number 79, H, carries 0.089; number 80, H, carries 0.101; number 81, H, carries 0.081; number 82, H, carries 0.055; number 83, H, carries 0.055; number 84, H, carries 0.086; number 85, C, carries -0.063; number 86, C, carries -0.436; number 87, C, carries -0.042; number 88, O, carries -0.094; number 89, H, carries 0.091; number 90, H, carries 0.069; number 91, H, carries 0.072; number 92, H, carries 0.131; number 93, H, carries 0.079; number 94, H, carries 0.070; number 95, H, carries 0.084; number 96, H, carries 0.057; number 97, C, carries -0.043; number 98, C, carries -0.486; number 99, C, carries -0.068